Entry 1:
C21H23N3O4 | ωB97M-V with the def2-TZVPD basis set

Geometry as XYZ:
```
51
Properties=species:S:1:pos:R:3:forces:R:3:mulliken_charge:R:1
C -2.4729 -5.3871 -1.4065 -0.04 0.37 0.18 -1.11
C -2.6691 -4.3846 -0.2734 -0.06 -0.49 0.02 -0.50
O -2.3475 -3.0623 -0.6507 -0.06 0.39 -0.33 -0.47
C -3.1612 -2.3862 -1.5269 0.05 0.06 0.07 0.87
C -4.4441 -2.7823 -1.8664 0.07 -0.13 0.18 -0.52
C -5.1993 -2.0507 -2.7710 -0.02 0.08 -0.08 -0.87
C -4.6742 -0.9101 -3.3406 -0.15 -0.05 -0.05 -0.85
C -3.4006 -0.4915 -2.9938 0.09 -0.02 0.13 -0.24
C -2.6232 -1.2066 -2.0894 -0.14 -0.11 0.03 0.03
N -1.3105 -0.8402 -1.7787 0.15 -0.09 -0.10 0.39
C -0.5924 0.0442 -2.6684 0.30 -0.11 -0.08 -0.74
C 0.9086 -0.1920 -2.4731 -0.06 0.29 -0.41 -1.34
N 1.2850 0.0169 -1.0906 0.04 -0.14 -0.17 0.11
C 1.9752 1.1407 -0.7619 0.11 0.04 -0.15 0.47
O 2.3153 1.9551 -1.6056 0.00 0.22 -0.03 -0.67
C 2.3675 1.3020 0.6595 0.19 0.39 0.28 -0.79
C 2.6662 2.5181 1.1250 -0.24 -0.42 -0.54 -0.14
C 3.1196 2.8575 2.4626 0.21 0.11 0.67 1.06
C 3.5236 4.1675 2.7205 0.03 0.03 0.05 -0.35
C 3.9680 4.5211 3.9844 -0.35 -1.24 -0.09 -0.21
C 4.0184 3.5966 5.0210 0.07 0.37 -0.09 -0.51
C 3.6121 2.2985 4.7706 -0.02 -0.04 -0.10 -0.62
C 3.1692 1.9334 3.5118 0.01 0.13 -0.09 -0.60
H 2.8520 0.9163 3.3427 -0.04 -0.11 -0.02 0.33
H 3.6402 1.5669 5.5635 0.00 -0.05 0.07 0.40
H 4.3677 3.9065 5.9934 0.01 0.01 0.02 0.48
N 4.3843 5.8816 4.2319 0.16 0.52 0.10 1.03
O 4.7772 6.1542 5.3460 0.10 0.10 0.24 -0.62
O 4.3146 6.6683 3.3129 0.00 0.21 -0.19 -0.61
H 3.5016 4.9156 1.9421 -0.01 0.02 -0.03 0.48
H 2.5733 3.3471 0.4343 -0.01 0.02 -0.11 0.37
H 2.4727 0.4142 1.2628 -0.02 -0.04 0.15 0.62
C 0.5312 -0.8271 -0.1946 -0.40 -0.01 0.31 -0.80
C -0.9686 -0.5818 -0.3980 0.17 -0.13 0.33 -0.54
H -1.1965 0.4650 -0.1280 0.01 -0.06 0.00 0.19
H -1.5382 -1.2456 0.2483 0.05 0.10 -0.01 0.45
H 0.7511 -1.8733 -0.4326 -0.03 0.03 0.09 0.23
H 0.7891 -0.6316 0.8441 0.02 -0.02 -0.05 0.47
H 1.4862 0.4998 -3.0874 -0.07 -0.14 0.06 0.48
H 1.1509 -1.2243 -2.7441 -0.05 0.04 -0.02 0.35
H -0.8558 -0.1881 -3.7008 0.00 0.05 0.02 0.59
H -0.8133 1.1059 -2.4685 -0.02 -0.03 -0.07 0.37
H -3.0100 0.4139 -3.4309 0.09 0.09 -0.02 0.47
H -5.2525 -0.3355 -4.0480 -0.05 0.05 -0.06 0.38
H -6.1933 -2.3853 -3.0257 -0.08 -0.03 -0.02 0.39
H -4.8723 -3.6759 -1.4401 0.02 -0.10 0.06 0.32
H -3.6890 -4.4430 0.1271 0.12 0.05 0.01 0.35
H -1.9726 -4.6041 0.5415 -0.17 0.01 -0.06 0.37
H -1.4473 -5.3425 -1.7641 0.09 -0.03 -0.03 0.31
H -2.6803 -6.3917 -1.0481 -0.03 -0.12 0.02 0.40
H -3.1361 -5.1633 -2.2384 -0.04 -0.06 -0.08 0.36
```
Forces are in eV/Å.

2S+1: 1
Charge: 0
SMILES: CCOc1ccccc1N1CCN(C(=O)/C=C/c2cccc([N+](=O)[O-])c2)CC1
Energy relative to the best compared isomer or geometry (same formula, charge and spin) in kcal per mole: 125.16



Entry 2:
C10H31IN11O8P | ωB97M-V with the def2-TZVPD basis set

Geometry as XYZ:
```
62
Properties=species:S:1:pos:R:3:forces:R:3:mulliken_charge:R:1
N 3.9737 2.4852 2.8019 0.03 0.36 1.27 -0.74
P 4.3772 3.7636 1.6268 0.36 -1.34 -0.63 0.44
C 2.6588 3.7452 0.7984 -1.36 1.82 -0.55 -0.43
C 1.3849 3.6451 1.8270 -0.65 -2.57 -1.47 -0.46
O 1.3415 4.6784 2.8717 -0.91 3.02 -2.74 -0.32
C 0.8828 5.9788 2.3660 -2.91 0.83 -4.21 0.21
O 0.2132 6.2139 1.2363 4.35 -2.15 6.86 -0.50
C 5.0867 5.0688 0.3664 2.53 1.52 -1.17 -0.63
C 5.2115 6.5334 1.0925 -7.20 2.10 -1.53 0.09
O 4.1102 7.2840 1.1717 7.20 -4.34 -0.01 -0.50
I 7.1564 7.1646 1.9255 -1.16 -0.39 -0.39 0.01
H 3.5023 2.9699 3.6165 0.80 -1.12 -0.90 0.24
H 4.8255 1.9621 3.1285 -1.21 0.94 -0.27 0.29
H 4.8268 4.6470 2.6719 -0.46 -0.14 -0.34 -0.01
H 5.3854 2.8450 1.0796 -0.80 0.59 0.34 -0.04
H 2.5410 4.7892 0.2319 0.21 -2.11 1.38 0.38
H 2.5821 2.9292 -0.0694 0.31 1.52 2.39 0.52
H 0.4097 3.6152 1.1391 2.07 0.54 1.66 0.33
H 1.3690 2.5977 2.4003 0.34 2.52 -1.14 0.20
H 1.0776 6.9234 3.0675 -0.12 -2.60 -1.14 0.30
H 4.5103 5.0692 -0.6573 0.98 0.57 2.09 0.34
H 6.2020 4.7362 0.1014 -2.32 0.71 0.67 0.40
C 1.4532 0.1459 -0.7668 -0.12 -0.17 -0.23 0.45
O 2.0198 1.2084 -0.5656 0.21 0.33 0.03 -0.73
N 1.0057 -0.6397 0.2293 -0.03 -0.33 1.33 -0.14
N 1.2255 -0.3345 -2.0026 0.12 0.09 -1.24 -0.35
H 0.5370 -1.5179 0.0835 -0.25 0.24 -0.14 0.03
H 1.1570 -0.3149 1.1754 0.07 -0.15 -0.40 0.20
H 1.5466 0.2262 -2.7809 -0.15 -0.21 0.34 0.21
H 0.7607 -1.2072 -2.1882 -0.02 -0.11 0.13 0.18
C -2.7083 -0.9930 1.1249 -0.31 -0.35 -0.43 0.63
O -2.0510 -1.6275 0.3151 0.44 -0.30 -0.20 -0.61
N -4.0444 -1.1099 1.2285 -0.70 -0.23 -0.35 -0.29
N -2.1554 -0.1201 1.9864 1.14 0.86 0.85 -0.30
H -4.6029 -0.5960 1.8889 -0.09 -0.29 -0.12 0.15
H -4.5004 -1.7567 0.5982 0.13 0.32 0.40 0.09
H -1.1517 -0.0021 1.9417 -0.46 0.04 -0.02 0.18
H -2.6801 0.4115 2.6603 0.08 -0.12 -0.15 0.16
C -7.6752 -1.7700 1.5542 0.32 0.09 0.25 0.69
O -6.6656 -1.5543 2.2057 0.12 0.08 0.11 -0.67
N -8.8218 -1.0927 1.7440 -0.93 0.94 0.55 -0.40
N -7.7316 -2.7045 0.5880 0.44 -1.01 -0.85 -0.38
H -9.6635 -1.2560 1.2176 0.18 0.03 0.10 0.16
H -8.8224 -0.3801 2.4621 -0.04 -0.28 -0.29 0.22
H -6.8897 -3.2372 0.4130 -0.37 0.13 0.04 0.22
H -8.5538 -2.8966 0.0409 0.17 0.04 0.10 0.17
C 1.4810 -4.2088 -1.4177 0.09 -0.16 0.12 0.78
O 0.6421 -3.5621 -2.0245 -0.27 0.58 -0.16 -0.85
N 1.4910 -4.3104 -0.0764 -0.42 0.31 1.12 -0.39
N 2.4708 -4.8781 -2.0360 0.69 -0.39 -1.03 -0.42
H 2.1735 -4.8382 0.4411 -0.14 0.11 -0.13 0.16
H 0.7629 -3.8215 0.4279 0.19 -0.30 -0.13 0.24
H 2.4997 -4.8278 -3.0460 0.01 -0.09 0.38 0.23
H 3.1708 -5.4160 -1.5536 -0.17 0.10 -0.08 0.15
C -1.3809 -5.2930 -4.6632 -0.09 -0.03 0.77 0.63
O -1.8941 -5.7891 -3.6728 -0.09 -0.14 -0.03 -0.65
N -0.4415 -4.3328 -4.5921 0.81 0.74 0.23 -0.26
N -1.7088 -5.6622 -5.9147 -0.77 -0.85 -1.39 -0.39
H -0.0074 -3.9121 -5.3963 -0.18 -0.11 0.10 0.16
H -0.1658 -4.0258 -3.6684 0.08 0.08 0.03 0.24
H -2.4122 -6.3825 -6.0128 0.29 0.30 0.01 0.24
H -1.2973 -5.2653 -6.7425 -0.09 -0.07 0.19 0.16
```
Forces are in eV/Å.

2S+1: 1
Charge: 0
SMILES: N[PH2](CCOC=O)CC(=O)I.NC(N)=O.NC(N)=O.NC(N)=O.NC(N)=O.NC(N)=O
Calculated total energy in a.u.: -2242.94199



Entry 3:
C5H10IN2 | ωB97M-V with the def2-TZVPD basis set

Geometry as XYZ:
```
18
Properties=species:S:1:pos:R:3:forces:R:3:mulliken_charge:R:1
C -1.1816 -0.5871 -1.2022 2.05 -3.22 0.48 -0.52
C -0.3096 1.3468 -0.0375 0.43 -2.41 1.38 -0.84
C -0.9732 -1.2968 0.2712 -3.39 -1.08 -2.12 -0.58
C -0.0055 0.6505 1.3731 -1.41 0.39 -1.08 -0.36
C -0.5723 0.7432 -1.1910 -1.29 1.55 0.00 -0.08
N 1.1074 -1.4924 0.9402 1.87 1.05 1.96 -0.72
N 0.1266 -0.7259 0.9668 2.82 -2.35 -0.14 0.76
I 3.2098 0.9869 -0.5933 3.94 -4.00 3.86 0.00
H -0.6018 -1.2428 -1.9594 -0.87 0.82 1.17 0.29
H -2.2249 -0.7234 -1.4695 -0.13 0.61 -0.03 0.37
H 0.0896 2.2689 0.0557 0.94 3.16 -0.35 0.63
H 2.4422 1.8291 -1.4124 -3.68 3.99 -3.90 0.07
H -1.8976 -1.1964 0.9221 1.04 0.19 -0.82 0.33
H -0.8265 -2.4093 0.0794 0.15 1.66 0.58 0.35
H 0.9129 1.0738 1.7864 -0.09 -0.37 -0.09 0.37
H -0.8290 0.6460 2.1198 0.40 0.42 -0.51 0.27
H -0.5016 1.3205 -2.1488 -0.12 -0.56 1.03 0.37
H 2.0350 -1.1915 1.4996 -2.67 0.14 -1.42 0.30
```
Forces are in eV/Å.

2S+1: 1
Charge: +1
Energy relative to the best compared isomer or geometry (same formula, charge and spin) in kcal per mole: 92.68



Entry 4:
C3H12N4O | ωB97M-V with the def2-TZVPD basis set

Geometry as XYZ:
```
20
Properties=species:S:1:pos:R:3:forces:R:3:mulliken_charge:R:1
C -1.8696 -0.5821 0.4076 -0.04 0.35 -0.14 0.04
C 0.5630 0.4238 -1.4117 0.38 1.53 1.35 -0.71
N -2.2551 0.6320 0.4740 -0.61 -0.20 0.20 -0.71
N -2.2788 -1.5314 -0.4652 -0.19 -0.23 -0.06 -0.36
H -1.0600 -0.8800 1.0645 0.10 -0.14 0.03 0.44
H -3.0044 0.8789 -0.1720 0.06 -0.16 -0.08 0.15
H -0.8213 1.5768 0.5278 2.50 0.76 -0.03 0.41
H -3.0432 -1.3472 -1.0944 0.08 -0.08 0.05 0.19
H -1.9073 -2.4631 -0.4195 -0.06 0.05 0.01 0.21
H 0.8115 -0.6295 -1.5000 0.18 0.06 0.16 0.26
H -0.5190 0.5680 -1.5539 0.33 -0.07 0.25 0.28
H 1.0871 1.0244 -2.1668 -0.16 -0.36 0.09 0.30
C 2.5496 -0.5721 0.9021 0.09 0.10 -0.28 -0.59
O 1.2247 -0.1154 0.9099 -0.98 -0.06 -0.10 -0.23
N 1.0799 1.0023 -0.0577 0.92 -1.48 -1.75 0.04
N 0.2326 1.9386 0.4443 -2.99 -0.15 0.49 -0.74
H 0.5356 2.1885 1.3821 0.24 0.13 -0.31 0.29
H 2.8041 -1.0518 -0.0533 0.06 0.03 0.09 0.24
H 2.6229 -1.3099 1.6989 0.04 -0.03 0.03 0.24
H 3.2477 0.2492 1.0831 0.04 -0.02 0.00 0.25
```
Forces are in eV/Å.

2S+1: 1
Charge: 0
SMILES: [H]/N=C\N.CON(C)N
Energy relative to the best compared isomer or geometry (same formula, charge and spin) in kcal per mole: 95.31



Entry 5:
C4H3IO3 | ωB97M-V with the def2-TZVPD basis set

Geometry as XYZ:
```
11
Properties=species:S:1:pos:R:3:forces:R:3:mulliken_charge:R:1
C 1.2627 0.6300 0.2545 0.39 -0.66 -0.51 -0.32
C 0.6208 0.0241 -0.7472 -1.53 0.99 2.23 -0.24
C 0.4366 0.4845 1.5265 1.38 0.49 -1.03 0.44
C -0.7570 -0.4750 -0.1621 4.26 -1.04 -1.31 0.12
O 0.6460 0.7668 2.6539 0.91 0.65 0.94 -0.53
O -0.6918 -0.1194 1.2105 -2.69 -0.91 -1.41 -0.29
O -1.7261 -0.0354 -0.9697 1.02 2.70 -0.13 -0.45
I 0.9623 -0.2011 -2.7259 0.35 -0.05 -0.40 0.21
H 2.2763 1.0045 0.1566 -0.26 0.23 0.52 0.42
H -0.5515 -1.5401 -0.2986 -0.97 -0.55 0.78 0.32
H -2.4784 -0.5389 -0.8985 -2.85 -1.85 0.30 0.32
```
Forces are in eV/Å.

2S+1: 1
Charge: 0
SMILES: O=C1C=C(I)[C@H](O)O1
Energy relative to the best compared isomer or geometry (same formula, charge and spin) in kcal per mole: 0.00